[1]
The following is a DFT calculation (ωB97M-V/def2-TZVPD) of 2 unconnected molecules or ions with the total composition C6H7NO in a non-equilibrium geometry.

Summary:
maximum force = 0.11034 hartree/bohr
HOMO level = -0.34805 hartree
energy relative to the best compared isomer or geometry (same formula, charge and spin) = 501.7 kJ/mol
orbital gap = 0.344 Eh
electronic energy = -9867.458 eV
E_LUMO = -0.11 eV

The geometry in XYZ format:
```
15
C6H7NO (ωB97M-V/def2-TZVPD)
C 1.210 0.847 -0.319
C 0.070 0.571 -0.150
C -2.484 1.230 -0.220
C 2.621 1.159 -0.388
C -2.030 -0.706 1.238
C -1.987 -0.097 -0.146
N -2.993 2.236 -0.066
O -2.182 -0.887 -1.164
H 3.105 0.846 0.560
H 2.951 0.596 -1.233
H 2.658 2.161 -0.625
H -2.179 0.105 1.847
H -2.911 -1.396 1.552
H -1.117 -1.255 1.315
H -1.934 -0.382 -2.053
```

Results of the Mulliken charge analysis, in e, for atoms 1 through 6: -0.4011, 0.4910, 0.0691, -1.3710, -1.1777, 0.8818

[2]
The following is a DFT calculation (ωB97M-V/def2-TZVPD) of a molecular structure, C36H55FN5O2SiZr in a non-equilibrium geometry.

Summary:
maximum force = 0.02932 hartree/bohr
HOMO level = -0.38934 hartree
energy relative to the best compared isomer or geometry (same formula, charge and spin) = 109.2 kJ/mol
orbital gap = 0.272 Eh
electronic energy = -61640.494 eV
total charge = +1
E_LUMO = -3.19 eV

The geometry in XYZ format:
```
101
C36H55FN5O2SiZr (ωB97M-V/def2-TZVPD)
Zr -0.010 0.142 -0.532
C -1.187 -2.779 2.858
C -0.214 -1.696 3.335
C 0.454 -2.108 4.645
C -0.981 -0.391 3.432
C -1.911 -0.226 4.450
C -2.709 0.904 4.519
C -2.593 1.879 3.549
C -1.664 1.766 2.517
C -1.592 2.882 1.500
C -1.219 4.217 2.148
C -2.908 3.022 0.732
C -0.846 0.627 2.480
N 0.175 0.507 1.470
C 1.490 0.783 1.869
C 1.895 1.026 3.187
C 3.223 1.299 3.489
C 4.197 1.346 2.502
C 3.834 1.122 1.178
C 2.515 0.872 0.928
F 2.140 0.617 -0.422
H -0.704 -3.755 2.806
H -1.593 -2.539 1.871
H -2.025 -2.858 3.551
H 0.576 -1.587 2.585
H -0.276 -2.382 5.405
H 1.079 -1.310 5.048
H 1.087 -2.980 4.477
H -2.020 -0.999 5.198
H -3.424 1.016 5.321
H -3.231 2.752 3.589
H -0.800 2.647 0.787
H -2.019 4.572 2.799
H -1.056 4.976 1.381
H -0.311 4.132 2.742
H -3.693 3.419 1.378
H -3.247 2.066 0.341
H -2.784 3.720 -0.100
H 1.151 0.998 3.970
H 3.496 1.476 4.519
H 5.226 1.555 2.750
H 4.544 1.152 0.366
C -2.564 1.955 -5.150
C -1.738 1.251 -4.125
N -0.491 1.005 -4.247
O 0.023 1.526 -5.407
C -2.340 0.727 -2.877
C -3.797 0.407 -2.806
N -1.537 0.533 -1.900
O -1.989 -0.087 -0.758
H -2.023 2.822 -5.529
H -3.519 2.276 -4.747
H -2.747 1.296 -5.999
H 0.941 1.233 -5.406
H -4.089 -0.204 -3.661
H -4.385 1.325 -2.843
H -4.025 -0.120 -1.885
N 1.675 4.034 1.262
C 1.305 4.169 -0.034
C 1.387 5.439 -0.642
C 0.984 5.590 -1.941
C 0.497 4.478 -2.636
C 0.448 3.284 -1.962
N 0.832 3.096 -0.687
H 2.015 4.826 1.775
H 1.611 3.151 1.731
H 1.759 6.277 -0.070
H 1.039 6.559 -2.416
H 0.172 4.543 -3.662
H 0.075 2.407 -2.480
C 1.648 -1.686 -2.891
Si 0.811 -2.376 -1.310
C 2.203 -3.306 -0.352
C 1.638 -4.302 0.662
C 3.055 -2.287 0.415
C 3.137 -4.058 -1.310
C -0.623 -3.525 -1.888
C -1.581 -3.860 -0.740
C -1.451 -2.833 -2.977
C -0.068 -4.830 -2.474
H 1.999 -2.516 -3.510
H 2.522 -1.071 -2.660
H 0.973 -1.085 -3.500
H 0.972 -3.814 1.374
H 2.458 -4.753 1.230
H 1.091 -5.114 0.185
H 2.474 -1.778 1.191
H 3.491 -1.537 -0.246
H 3.883 -2.795 0.916
H 2.616 -4.797 -1.920
H 3.892 -4.591 -0.725
H 3.668 -3.381 -1.980
H -2.050 -2.957 -0.338
H -1.090 -4.379 0.082
H -2.383 -4.507 -1.106
H -1.958 -1.951 -2.586
H -2.229 -3.519 -3.326
H -0.855 -2.550 -3.845
H 0.428 -5.440 -1.717
H 0.639 -4.656 -3.287
H -0.890 -5.426 -2.879
```

Results of the Mulliken charge analysis, in e, for atoms 1 through 6: -1.0977, -1.5041, 2.8786, -1.9519, -0.2498, -0.6439